--- i ---
Formula: C14H46O9
Source: the OMol25 dataset
Level of theory: wB97M-V/def2-TZVPD

Bonds (Å) are listed after each position.
CARTESIAN COORDINATES (ANGSTROEM)
1 C 5.50460 14.76135 -3.32505  C2 1.527, H4 1.092, H5 1.094, H6 1.092
2 C 4.20645 14.38486 -4.03520  C1 1.527, O3 1.411, H7 1.092, H8 1.089
3 O 4.43631 13.95638 -5.35947  C2 1.411, H9 0.969
4 H 5.36346 15.00591 -2.27045  C1 1.092
5 H 5.99022 15.62749 -3.78344  C1 1.094
6 H 6.25616 13.97216 -3.38627  C1 1.092
7 H 3.47141 15.19298 -4.03908  C2 1.092
8 H 3.79925 13.53188 -3.49366  C2 1.089
9 H 4.82367 14.63532 -5.93159  O3 0.969
10 C 3.80614 12.27781 -9.39254  C11 1.531, H13 1.097, H14 1.087, H15 1.094
11 C 3.80212 11.64255 -7.99972  C10 1.531, O12 1.437, H16 1.094, H17 1.085
12 O 5.08509 11.02989 -7.79341  C11 1.437, H18 0.960
13 H 3.77841 11.50807 -10.17433  C10 1.097
14 H 4.68183 12.89436 -9.57875  C10 1.087
15 H 2.94209 12.88991 -9.66827  C10 1.094
16 H 3.08454 10.81736 -8.01239  C11 1.094
17 H 3.53662 12.36367 -7.23434  C11 1.085
18 H 5.30920 10.56554 -8.60358  O12 0.960
19 C 5.77090 17.92037 -6.46745  C20 1.530, H22 1.085, H23 1.090, H24 1.090
20 C 6.93404 16.98230 -6.14064  C19 1.530, O21 1.422, H25 1.099, H26 1.094
21 O 6.59574 15.61730 -6.35130  C20 1.422, H27 0.973
22 H 6.12682 18.93505 -6.32370  C19 1.085
23 H 4.96947 17.66830 -5.77230  C19 1.090
24 H 5.42486 17.68184 -7.47348  C19 1.090
25 H 7.20065 17.17095 -5.09149  C20 1.099
26 H 7.86949 17.20402 -6.66374  C20 1.094
27 H 7.25445 15.05511 -5.90834  O21 0.973
28 C 9.49730 16.86140 -9.36425  C29 1.526, H31 1.091, H32 1.093, H33 1.088
29 C 8.68844 16.63963 -10.63938  C28 1.526, O30 1.436, H34 1.093, H35 1.098
30 O 9.27506 15.64862 -11.49649  C29 1.436, H36 0.964
31 H 10.25052 16.08485 -9.22467  C28 1.091
32 H 8.87446 16.78916 -8.46959  C28 1.093
33 H 9.97566 17.83850 -9.38192  C28 1.088
34 H 8.60810 17.55230 -11.23622  C29 1.093
35 H 7.64200 16.33315 -10.51081  C29 1.098
36 H 9.27887 14.85363 -10.95078  O30 0.964
37 C 7.96041 12.74850 -7.79226  C38 1.560, H40 1.087, H41 1.091, H42 1.089
38 C 9.02624 13.03365 -6.68985  C37 1.560, O39 1.406, H43 1.093, H44 1.093
39 O 8.45228 13.56559 -5.52235  C38 1.406, H45 0.965
40 H 7.37688 13.62776 -8.05162  C37 1.087
41 H 7.26869 12.05906 -7.30646  C37 1.091
42 H 8.44923 12.33118 -8.67078  C37 1.089
43 H 9.72222 13.77237 -7.09520  C38 1.093
44 H 9.59072 12.10491 -6.57562  C38 1.093
45 H 7.99292 12.85537 -5.05684  O39 0.965
46 C 8.40285 12.98184 -13.10096  C47 1.507, H49 1.097, H50 1.096, H51 1.090
47 C 7.07768 12.81661 -12.40274  C46 1.507, O48 1.446, H52 1.096, H53 1.092
48 O 6.07315 13.31486 -13.31578  C47 1.446, H54 0.962
49 H 8.54720 12.20760 -13.86522  C46 1.097
50 H 9.24119 12.93278 -12.39745  C46 1.096
51 H 8.58213 13.85797 -13.72328  C46 1.090
52 H 7.01074 13.49242 -11.54204  C47 1.096
53 H 6.93885 11.76737 -12.13358  C47 1.092
54 H 5.36534 13.73721 -12.81982  O48 0.962
55 C 1.84624 17.65020 -7.27631  C56 1.538, H58 1.090, H59 1.094, H60 1.085
56 C 2.23762 16.16464 -7.20183  C55 1.538, O57 1.421, H61 1.093, H62 1.093
57 O 2.45692 15.69534 -8.52555  C56 1.421, H63 0.978
58 H 2.78391 18.18947 -7.40867  C55 1.090
59 H 1.40144 18.00436 -6.34183  C55 1.094
60 H 1.14938 17.82359 -8.09030  C55 1.085
61 H 1.47198 15.55766 -6.71196  C56 1.093
62 H 3.15073 16.05804 -6.61076  C56 1.093
63 H 3.40393 15.48008 -8.63820  O57 0.978
64 O 5.20906 15.23073 -8.83239  H65 0.966, H66 0.978
65 H 5.74666 15.02529 -9.60812  O64 0.966
66 H 5.81897 15.16089 -8.07148  O64 0.978
67 O 5.56935 16.21519 -12.01146  H68 0.964, H69 0.966
68 H 6.03687 16.83492 -12.58326  O67 0.964
69 H 4.72971 16.64970 -11.81420  O67 0.966

As for the HOMO energy: -9.61 eV. The LUMO energy is 0.5 eV. The SMILES is CCO.CCO.CCO.CCO.CCO.CCO.CCO.O.O.


--- ii ---
Formula: C14H46O9
Source: the OMol25 dataset
Level of theory: wB97M-V/def2-TZVPD

Bonds (Å) are listed after each position.
CARTESIAN COORDINATES (ANGSTROEM)
1 O 3.55485 0.12105 -1.24759  H2 0.957, H3 0.957
2 H 4.17807 0.73000 -1.64385  O1 0.957
3 H 4.09884 -0.48791 -0.74811  O1 0.957
4 O 0.12328 4.91401 2.43056  H5 0.957, H6 0.957
5 H -0.17217 5.34141 3.23446  O4 0.957
6 H 0.47586 4.07302 2.72150  O4 0.957
7 C 2.75543 -0.20009 3.26648  C8 1.567, H10 1.090, H11 1.090, H12 1.090
8 C 2.58515 1.12378 4.08724  C7 1.567, O9 1.391, H13 1.090, H14 1.090
9 O 2.10793 0.73542 5.33482  C8 1.391, H15 0.960
10 H 3.52918 -0.79015 3.75765  C7 1.090
11 H 3.19654 0.11440 2.32064  C7 1.090
12 H 1.78156 -0.65517 3.08599  C7 1.090
13 H 1.79264 1.68319 3.59015  C8 1.090
14 H 3.53039 1.64040 4.25375  C8 1.090
15 H 1.15937 0.58852 5.31927  O9 0.960
16 C -2.84094 2.74116 -2.11166  C17 1.525, H19 1.090, H20 1.090, H21 1.090
17 C -2.92721 3.66712 -0.90248  C16 1.525, O18 1.398, H22 1.090, H23 1.090
18 O -3.84567 4.70007 -1.11329  C17 1.398, H24 0.960
19 H -2.19931 1.92581 -1.77758  C16 1.090
20 H -2.47204 3.26828 -2.99152  C16 1.090
21 H -3.82590 2.32238 -2.31799  C16 1.090
22 H -1.91908 4.07997 -0.86580  C17 1.090
23 H -3.07502 3.16404 0.05312  C17 1.090
24 H -3.61325 5.40225 -0.50132  O18 0.960
25 C 1.88285 -3.42592 -0.83947  C26 1.590, H28 1.090, H29 1.090, H30 1.090
26 C 1.15669 -4.27477 -1.97116  C25 1.590, O27 1.395, H31 1.090, H32 1.090
27 O -0.23175 -4.15376 -2.01927  C26 1.395, H33 0.960
28 H 1.73172 -3.69776 0.20521  C25 1.090
29 H 1.88643 -2.33717 -0.89169  C25 1.090
30 H 2.96342 -3.52507 -0.94262  C25 1.090
31 H 1.41254 -5.32255 -1.81370  C26 1.090
32 H 1.67028 -4.06682 -2.90982  C26 1.090
33 H -0.51155 -3.23552 -2.03109  O27 0.960
34 C 0.44407 1.87041 -3.88823  C35 1.544, H37 1.090, H38 1.090, H39 1.090
35 C 1.03993 0.63302 -4.59393  C34 1.544, O36 1.419, H40 1.090, H41 1.090
36 O 2.41639 0.78684 -4.90178  C35 1.419, H42 0.960
37 H 0.22701 2.66355 -4.60371  C34 1.090
38 H 1.07038 2.27123 -3.09125  C34 1.090
39 H -0.52203 1.71281 -3.40874  C34 1.090
40 H 0.54670 0.52737 -5.56019  C35 1.090
41 H 0.82001 -0.21912 -3.95081  C35 1.090
42 H 2.77814 1.59953 -4.54085  O36 0.960
43 C -3.40467 -2.81211 -1.59368  C44 1.504, H46 1.090, H47 1.090, H48 1.090
44 C -2.39784 -1.90180 -0.94523  C43 1.504, O45 1.424, H49 1.090, H50 1.090
45 O -1.38178 -1.47027 -1.84414  C44 1.424, H51 0.960
46 H -4.06938 -3.15193 -0.79945  C43 1.090
47 H -2.98445 -3.71824 -2.03008  C43 1.090
48 H -3.80942 -2.28075 -2.45504  C43 1.090
49 H -1.99396 -2.38046 -0.05312  C44 1.090
50 H -2.81569 -0.97097 -0.56175  C44 1.090
51 H -1.01773 -0.77554 -1.29060  O45 0.960
52 C -0.32473 1.62593 1.21853  C53 1.513, H55 1.090, H56 1.090, H57 1.090
53 C 0.40051 1.01762 0.03781  C52 1.513, O54 1.397, H58 1.090, H59 1.090
54 O 1.11213 -0.12722 0.40354  C53 1.397, H60 0.960
55 H -0.92339 0.92075 1.79510  C52 1.090
56 H -1.01001 2.42857 0.94605  C52 1.090
57 H 0.38565 2.06906 1.91645  C52 1.090
58 H 1.19671 1.70000 -0.25975  C53 1.090
59 H -0.32562 0.78178 -0.74014  C53 1.090
60 H 2.00387 -0.08522 0.05049  O54 0.960
61 C -0.39223 -2.64411 2.94565  C62 1.510, H64 1.090, H65 1.090, H66 1.090
62 C -1.23484 -1.45655 3.34621  C61 1.510, O63 1.420, H67 1.090, H68 1.090
63 O -1.73414 -1.75222 4.64257  C62 1.420, H69 0.960
64 H 0.09628 -2.45694 1.98940  C61 1.090
65 H -0.94643 -3.58192 2.98402  C61 1.090
66 H 0.44119 -2.74515 3.64086  C61 1.090
67 H -2.03150 -1.18257 2.65457  C62 1.090
68 H -0.44212 -0.71009 3.39605  C62 1.090
69 H -1.15627 -2.34872 5.12409  O63 0.960

As for the HOMO energy: -9.82 eV. The LUMO energy is 0.1 eV. The SMILES is CCO.CCO.CCO.CCO.CCO.CCO.CCO.O.O.


What is the stability order? It is i, ii, from most stable to least stable.


--- i ---
Formula: C4H9ClO2S
Source: the OMol25 dataset
Level of theory: wB97M-V/def2-TZVPD

Bonds (Å) are listed after each position.
CARTESIAN COORDINATES (ANGSTROEM)
1 C 1.63013 -1.23935 -0.43217  C4 1.511, H9 1.067, H10 1.132, H11 1.094
2 C 2.72823 -0.28993 -2.49629  C4 1.325, H13 1.014, H14 1.113
3 C -3.16368 0.63876 1.93627  S7 1.862, H15 1.166, H16 1.128, H17 1.030
4 C 2.04017 -0.13186 -1.37495  C1 1.511, C2 1.325, Cl8 1.735
5 O -0.84538 1.35625 1.32501  S7 1.661, H12 0.964
6 O -1.69857 -0.88988 0.30244  S7 1.486
7 S -2.01942 0.55113 0.47000  C3 1.862, O5 1.661, O6 1.486
8 Cl 1.53332 1.47350 -0.95710  C4 1.735
9 H 0.61526 -1.10524 -0.13299  C1 1.067
10 H 2.30941 -1.17797 0.47112  C1 1.132
11 H 1.40462 -2.20561 -0.89372  C1 1.094
12 H -0.20648 1.90580 0.85649  O5 0.964
13 H 2.92534 0.48902 -3.11501  C2 1.014
14 H 2.99486 -1.33657 -2.76615  C2 1.113
15 H -3.28944 -0.37065 2.50535  C3 1.166
16 H -2.82267 1.46857 2.62080  C3 1.128
17 H -4.13570 0.86404 1.68092  C3 1.030

As for the HOMO energy: -9.54 eV. The LUMO energy is 0.7 eV.


--- ii ---
Formula: C4H9ClO2S
Source: the OMol25 dataset
Level of theory: wB97M-V/def2-TZVPD

Bonds (Å) are listed after each position.
CARTESIAN COORDINATES (ANGSTROEM)
1 C 2.64720 0.08848 -1.52246  C4 1.461, H9 1.058, H10 1.103, H11 1.071
2 C -2.42226 -0.27725 1.87725  S7 1.863, H12 1.140, H13 1.187, H14 1.074
3 C -0.03217 -0.78972 0.52622  S7 1.706, H15 1.090, H16 1.124
4 C 1.28032 0.57853 -1.36285  C1 1.461, Cl8 1.728, H17 1.188
5 O -0.78499 1.58979 0.93146  S7 1.436
6 O -2.06981 0.33397 -0.69307  S7 1.411
7 S -1.32021 0.32818 0.50272  C2 1.863, C3 1.706, O5 1.436, O6 1.411
8 Cl 0.06776 0.40717 -2.58146  C4 1.728
9 H 2.56045 -0.89751 -1.89657  C1 1.058
10 H 3.19313 -0.06789 -0.57662  C1 1.103
11 H 3.35838 0.56063 -2.17000  C1 1.071
12 H -2.84996 -1.29862 1.60457  C2 1.140
13 H -1.90133 -0.12653 2.93356  C2 1.187
14 H -3.16210 0.49924 1.82349  C2 1.074
15 H -0.33101 -1.75941 0.12917  C3 1.090
16 H 0.50492 -0.88871 1.50901  C3 1.124
17 H 1.26167 1.71965 -1.03441  C4 1.188

As for the HOMO energy (spin up / spin down): -9.50 / -8.71 eV. The LUMO energy (spin up / spin down) is -0.5 / -1.1 eV.


What is the stability order? It is i, ii, from most stable to least stable.


--- i ---
Formula: C5H8NO2
Source: the OMol25 dataset
Level of theory: wB97M-V/def2-TZVPD

Bonds (Å) are listed after each position.
CARTESIAN COORDINATES (ANGSTROEM)
1 C -1.41597 1.37345 -0.32530  C2 1.435, C3 1.297, H9 1.111
2 C -1.31689 0.93674 1.03849  C1 1.435, C4 1.273, H10 1.050
3 C -0.56540 1.19121 -1.28767  C1 1.297, H11 1.007
4 C -0.33243 0.36094 1.60377  C2 1.273, O7 1.397, H12 1.019
5 C 1.04944 -0.38308 -0.20030  N6 1.552, O7 1.358, O8 1.340
6 N 0.47944 -1.75951 -0.63629  C5 1.552, H13 1.062, H14 1.049, H15 1.112
7 O 0.87148 -0.16298 1.12745  C4 1.397, C5 1.358
8 O 2.29808 -0.25509 -0.66934  C5 1.340, H16 1.075
9 H -2.24307 2.07496 -0.56673  C1 1.111
10 H -1.99809 1.34846 1.72335  C2 1.050
11 H -0.35956 1.38209 -2.25511  C3 1.007
12 H -0.41726 0.09747 2.58416  C4 1.019
13 H 0.50457 -1.79414 -1.69759  N6 1.062
14 H -0.52644 -1.80215 -0.34113  N6 1.049
15 H 0.97037 -2.64975 -0.18520  N6 1.112
16 H 3.00174 0.04138 0.08744  O8 1.075

As for the HOMO energy (spin up / spin down): -12.75 / -12.77 eV. The LUMO energy (spin up / spin down) is -4.2 / -4.1 eV. Its charge is +1.


--- ii ---
Formula: C5H8NO2
Source: the OMol25 dataset
Level of theory: wB97M-V/def2-TZVPD

Bonds (Å) are listed after each position.
CARTESIAN COORDINATES (ANGSTROEM)
1 C -2.20351 1.62888 0.83389  C2 1.171, H9 1.047
2 C -1.25702 0.95820 0.99564  C1 1.171, C5 1.404
3 C 0.49678 -0.32276 -0.43457  O7 1.198, O8 1.278
4 C -0.35428 -1.21354 -2.47060  O8 1.449, H10 1.165, H11 1.099, H12 1.107
5 C -0.18401 0.20202 1.49360  C2 1.404, N6 1.475, H13 1.063
6 N 1.06768 0.87391 1.89121  C5 1.475, H14 0.982, H15 1.013, H16 1.048
7 O 1.65215 -0.02372 -0.53331  C3 1.198
8 O -0.48992 -0.80542 -1.08689  C3 1.278, C4 1.449
9 H -3.15030 2.03416 0.64450  C1 1.047
10 H 0.25864 -0.36723 -2.98495  C4 1.165
11 H -1.38020 -1.36401 -2.83584  C4 1.099
12 H 0.19749 -2.17277 -2.49358  C4 1.107
13 H -0.25894 -0.71082 2.03401  C5 1.063
14 H 0.96628 1.82804 2.10059  N6 0.982
15 H 1.70772 0.70534 1.12489  N6 1.013
16 H 1.49872 0.22163 2.58856  N6 1.048

As for the HOMO energy: -13.23 eV. The LUMO energy is -3.5 eV. Its charge is +1.


What is the stability order? It is ii, i, from most stable to least stable.